No. 1
{
  "formula": "C22H66O11",
  "method": "ωB97M-V with the def2-TZVPD basis set",
  "total_charge": 0,
  "smiles": "CCO.CCO.CCO.CCO.CCO.CCO.CCO.CCO.CCO.CCO.CCO",
  "molar_mass_g_mol": 506.76,
  "homo_lumo_gap_ev": 10.24,
  "multiplicity": 1,
  "e_homo_ha": -0.3679,
  "elements": ["C", "C", "O", "H", "H", "H", "H", "H", "H", "C", "C", "O", "H", "H", "H", "H", "H", "H", "C", "C", "O", "H", "H", "H", "H", "H", "H", "C", "C", "O", "H", "H", "H", "H", "H", "H", "C", "C", "O", "H", "H", "H", "H", "H", "H", "C", "C", "O", "H", "H", "H", "H", "H", "H", "C", "C", "O", "H", "H", "H", "H", "H", "H", "C", "C", "O", "H", "H", "H", "H", "H", "H", "C", "C", "O", "H", "H", "H", "H", "H", "H", "C", "C", "O", "H", "H", "H", "H", "H", "H", "C", "C", "O", "H", "H", "H", "H", "H", "H"],
  "xyz": [[1.471, 1.004, 9.066], [1.202, -0.020, 10.137], [1.230, -1.291, 9.695], [0.910, 1.920, 9.254], [1.201, 0.633, 8.078], [2.549, 1.163, 9.101], [0.249, 0.160, 10.634], [2.008, 0.130, 10.854], [1.011, -1.817, 10.468], [-6.876, -5.302, 0.705], [-8.071, -6.180, 0.292], [-8.639, -6.888, 1.341], [-6.398, -4.866, -0.172], [-6.140, -5.755, 1.368], [-7.274, -4.444, 1.248], [-7.558, -6.868, -0.379], [-8.824, -5.750, -0.369], [-9.234, -7.570, 1.018], [5.113, 9.481, 2.239], [4.264, 9.451, 0.997], [4.290, 8.171, 0.525], [6.172, 9.467, 1.980], [5.000, 8.567, 2.820], [4.916, 10.360, 2.853], [4.806, 10.094, 0.303], [3.230, 9.762, 1.148], [3.500, 8.039, -0.003], [3.767, -3.232, 2.919], [2.756, -4.230, 3.398], [3.080, -5.327, 2.615], [4.793, -3.493, 3.174], [3.556, -2.238, 3.315], [3.745, -3.113, 1.835], [1.725, -3.907, 3.250], [2.806, -4.579, 4.430], [3.716, -5.925, 3.014], [-0.575, 7.416, 5.441], [-1.798, 7.051, 6.214], [-2.788, 7.966, 5.861], [-0.545, 7.369, 4.352], [0.290, 6.885, 5.838], [-0.284, 8.451, 5.623], [-1.703, 7.206, 7.288], [-2.167, 6.069, 5.915], [-2.913, 8.011, 4.910], [-2.221, -0.487, -8.628], [-1.883, -1.725, -7.832], [-3.028, -2.384, -7.285], [-2.887, 0.048, -7.952], [-2.781, -0.630, -9.552], [-1.435, 0.256, -8.767], [-1.210, -1.485, -7.009], [-1.236, -2.366, -8.431], [-2.659, -3.028, -6.675], [7.876, 3.582, 1.058], [7.459, 3.278, -0.336], [6.108, 2.816, -0.372], [8.949, 3.778, 1.057], [7.716, 2.688, 1.661], [7.334, 4.400, 1.532], [8.097, 2.595, -0.895], [7.419, 4.179, -0.948], [5.618, 3.522, 0.057], [3.963, -5.632, -6.042], [4.171, -4.592, -4.921], [3.155, -4.821, -3.932], [4.040, -6.632, -5.616], [4.721, -5.495, -6.814], [3.023, -5.620, -6.594], [4.206, -3.532, -5.172], [5.193, -4.664, -4.548], [3.676, -4.631, -3.149], [-0.935, 1.378, 0.755], [-1.250, 0.150, -0.206], [-2.133, 0.655, -1.171], [-0.073, 1.108, 1.366], [-1.761, 1.662, 1.406], [-0.527, 2.246, 0.236], [-1.862, -0.612, 0.277], [-0.348, -0.291, -0.632], [-2.345, -0.045, -1.793], [-1.313, -9.512, -3.793], [-1.898, -8.533, -2.818], [-1.794, -7.228, -3.379], [-1.662, -10.462, -3.387], [-0.231, -9.581, -3.898], [-1.634, -9.298, -4.813], [-1.594, -8.503, -1.772], [-2.945, -8.836, -2.829], [-1.060, -6.805, -2.927], [-7.385, 3.759, -4.599], [-6.132, 4.589, -4.512], [-5.716, 4.745, -3.201], [-7.804, 3.451, -5.557], [-8.193, 4.176, -3.999], [-7.162, 2.735, -4.300], [-6.416, 5.588, -4.844], [-5.391, 4.129, -5.166], [-5.392, 3.883, -2.929]],
  "forces_ev_per_angstrom": [[0.2, -0.2, -0.4], [-0.1, 2.5, 1.3], [0.1, -2.7, -1.1], [0.3, 0.1, 0.0], [-0.1, 0.0, 0.0], [-0.1, 0.5, -0.5], [-0.2, 0.4, 0.2], [-0.1, 0.1, 0.6], [0.1, -0.5, -0.2], [-1.6, 1.2, 0.5], [2.0, -1.0, -1.6], [-0.3, 0.0, 1.3], [0.1, -0.3, -0.1], [-0.2, -0.5, -0.3], [0.1, 0.2, 0.3], [-0.2, -0.7, -0.3], [0.0, 0.9, 0.3], [0.1, 0.1, -0.2], [0.3, -0.1, 0.7], [0.8, 1.4, 0.6], [-0.4, -2.3, -1.0], [0.0, 0.2, -0.2], [-0.5, 0.1, 0.2], [0.0, 0.0, 0.0], [-0.6, 0.5, -0.4], [0.1, 0.4, 0.2], [0.1, -0.2, -0.2], [0.0, 1.9, 0.7], [0.9, -0.2, 0.2], [-0.9, -2.5, -1.6], [-0.1, -0.2, 0.2], [0.2, 0.2, 0.2], [-0.3, -0.3, 0.0], [0.0, -0.1, -0.4], [0.3, 0.8, 0.4], [-0.1, 0.3, 0.3], [2.2, 0.5, 0.7], [-0.4, 0.3, -1.3], [-1.8, 1.3, 0.1], [-0.7, -0.7, 0.0], [0.1, -0.4, -0.3], [-0.4, 0.3, 0.3], [0.4, -0.6, -0.1], [0.3, -0.5, 0.6], [0.1, -0.2, 0.0], [-1.3, 0.8, 1.1], [1.3, -0.1, -0.1], [0.4, 0.3, -0.6], [-0.4, 0.3, -0.1], [0.2, -0.3, 0.0], [0.5, -0.6, -0.2], [-0.1, 0.6, 0.2], [-0.4, -0.7, -0.3], [-0.3, -0.2, 0.1], [0.9, -0.7, 0.5], [-1.1, 0.9, -1.1], [0.0, -0.6, 0.1], [0.0, 0.3, 0.3], [0.0, 0.0, 0.1], [0.0, 0.1, -0.2], [-0.1, -0.4, 0.4], [0.6, 0.4, 0.0], [-0.4, -0.1, 0.0], [0.4, 0.6, -0.1], [-0.5, -0.4, -1.0], [1.3, 0.3, 0.1], [0.2, 0.1, 0.0], [0.2, -0.2, 0.1], [-0.3, 0.5, 0.4], [-0.8, 0.1, -0.8], [0.1, -0.9, 0.5], [-0.7, -0.1, 0.7], [0.9, -1.5, -0.5], [-0.7, 1.6, 1.4], [-0.2, 0.6, -1.3], [-0.2, -0.3, 0.4], [0.0, -0.1, -0.3], [-0.6, 0.0, -0.5], [0.7, -0.3, 0.8], [0.1, 0.1, 0.0], [-0.1, 0.0, -0.1], [0.9, -0.9, 0.6], [-0.6, 0.6, -1.1], [-0.1, 0.5, 0.5], [0.1, -0.5, -0.7], [0.2, 0.3, 0.5], [-0.6, -0.2, 0.2], [0.5, -0.5, -0.1], [-0.3, 0.6, 0.3], [0.0, 0.2, -0.2], [-0.7, -1.5, 0.1], [-1.4, 0.4, -1.5], [0.6, -0.2, 0.8], [0.2, 1.1, -0.7], [0.1, -0.1, 0.1], [0.1, -0.1, 1.0], [0.5, 0.1, -0.3], [0.4, 0.3, 0.0], [0.1, 0.0, 0.4]]
}

No. 2
{
  "formula": "C11H17N5O4",
  "method": "ωB97M-V with the def2-TZVPD basis set",
  "total_charge": 0,
  "smiles": "NC(=O)CC[C@H](N)C(=O)N[C@@H](Cc1c[nH]cn1)C(=O)O",
  "molar_mass_g_mol": 283.29,
  "homo_lumo_gap_ev": 9.08,
  "multiplicity": 1,
  "e_homo_ha": -0.3111,
  "elements": ["N", "C", "O", "C", "C", "C", "N", "C", "O", "N", "C", "C", "C", "C", "N", "C", "N", "C", "O", "O", "H", "H", "H", "H", "H", "H", "H", "H", "H", "H", "H", "H", "H", "H", "H", "H", "H"],
  "xyz": [[-3.802, -2.093, 1.297], [-2.744, -1.514, 0.646], [-1.584, -1.764, 0.955], [-3.132, -0.736, -0.611], [-2.866, 0.759, -0.331], [-1.608, 1.394, 0.221], [-1.885, 2.818, 0.445], [-0.526, 1.171, -0.841], [-0.283, 2.042, -1.654], [0.136, -0.007, -0.857], [1.363, -0.103, -1.544], [2.487, 0.888, -1.170], [2.905, 0.502, 0.236], [4.007, -0.151, 0.729], [3.820, -0.272, 2.102], [2.651, 0.405, 2.397], [2.091, 0.883, 1.294], [1.948, -1.511, -1.418], [3.130, -1.770, -1.569], [0.927, -2.383, -1.232], [-3.662, -2.298, 2.255], [-4.807, -1.760, 1.047], [-2.549, -1.189, -1.394], [-4.206, -0.806, -0.726], [-3.097, 1.310, -1.288], [-3.676, 1.078, 0.363], [-1.285, 0.947, 1.190], [-1.809, 3.271, -0.498], [-1.192, 3.189, 1.042], [-0.042, -0.768, -0.248], [1.115, 0.061, -2.631], [3.290, 0.686, -1.867], [2.326, 2.015, -1.272], [4.745, -0.709, 0.146], [4.322, -0.774, 2.829], [2.232, 0.473, 3.386], [1.259, -3.285, -1.428]],
  "forces_ev_per_angstrom": [[-2.7, 1.5, -1.0], [0.1, -1.1, -0.8], [-0.7, 0.6, 0.1], [1.0, 0.4, 2.0], [-2.2, 1.0, -0.8], [0.7, -0.6, 0.4], [-0.8, -0.7, -2.0], [0.2, 0.1, 0.6], [0.1, 0.4, -0.4], [-0.2, 0.5, 0.4], [0.8, 0.8, -2.2], [0.5, 0.5, 0.8], [0.3, 1.3, 0.9], [-0.2, -1.0, -0.4], [-1.0, 0.8, 0.3], [0.3, -0.3, -1.8], [0.3, -0.4, 0.9], [0.6, 0.5, -0.9], [-2.0, -0.4, 0.1], [1.1, -0.9, -0.5], [0.1, -0.5, 0.9], [2.7, -0.8, 0.7], [0.0, 0.1, -0.7], [0.0, -0.2, -0.6], [0.2, -0.4, 0.8], [0.4, -0.1, -0.4], [-0.2, 0.1, -0.7], [0.1, -0.3, 1.3], [0.9, 0.6, 0.5], [-0.8, -0.2, 1.1], [0.5, -0.3, 0.6], [0.3, -0.2, 0.0], [-0.6, -1.7, 0.3], [-0.1, 0.4, 0.6], [0.2, 0.2, -0.8], [0.1, 0.0, 0.1], [-0.1, 0.5, 0.4]]
}